DFT (the ωB97M-V functional and the def2-TZVPD basis) results for a structure of composition C26H48Cl3N5O3PPdSi.

Positions of all 88 atoms, in Å:
C: 3.296 2.511 -2.982
C: 2.014 3.246 -2.737
H: 3.929 3.034 -3.705
H: 3.105 1.494 -3.360
H: 3.853 2.406 -2.036
C: 1.643 4.379 -3.351
C: 2.354 4.964 -4.526
H: 0.751 4.910 -3.016
H: 2.758 4.188 -5.190
H: 3.176 5.634 -4.241
H: 1.650 5.566 -5.108
Pd: 0.827 -1.740 1.197
Cl: 2.197 0.021 2.059
Cl: -0.106 -3.798 0.563
H: -0.851 -6.103 3.922
H: 2.856 -5.018 4.425
C: -0.053 -5.904 3.203
C: 2.289 -5.151 3.494
N: 0.877 -4.913 3.725
H: -0.461 -5.556 2.241
C: 0.451 -3.759 4.282
O: -0.740 -3.468 4.454
H: 2.699 -4.472 2.730
H: 1.300 -3.101 4.574
H: 0.543 -6.808 3.024
H: 2.393 -6.185 3.154
H: -0.186 -0.464 -4.106
H: -1.190 2.125 -4.171
C: -1.242 -0.759 -4.145
C: -2.107 1.536 -4.334
N: -2.062 0.296 -3.579
H: -1.403 -1.695 -3.606
C: -2.499 0.254 -2.293
O: -2.479 -0.715 -1.537
H: -2.981 2.119 -4.014
H: -2.913 1.244 -1.983
H: -1.527 -0.865 -5.198
H: -2.181 1.300 -5.403
O: 0.491 1.545 -2.563
C: 1.052 2.479 -1.813
C: -1.049 3.903 -1.259
C: 0.173 3.351 -0.869
H: -1.426 3.705 -2.265
C: -1.780 4.702 -0.367
H: 1.730 1.951 -1.114
C: 0.627 3.585 0.431
H: -2.734 5.130 -0.686
C: -1.315 4.944 0.922
C: -0.092 4.390 1.321
H: 1.566 3.114 0.757
H: -1.892 5.553 1.629
H: 0.308 4.574 2.322
Si: 2.200 -2.305 -1.340
Cl: 0.681 -0.760 -1.008
C: 1.412 -3.718 -2.294
C: 2.972 -2.905 0.289
C: 3.599 -1.610 -2.366
H: 0.358 -3.560 -2.536
H: 1.494 -4.644 -1.716
H: 1.984 -3.846 -3.222
H: 3.217 -1.333 -3.357
H: 4.369 -2.388 -2.489
H: 4.059 -0.735 -1.895
H: 2.645 -2.504 1.282
H: 4.027 -2.603 0.214
H: 2.888 -3.994 0.307
C: -3.790 0.480 1.995
N: -3.507 -0.787 2.696
C: -3.149 -0.502 4.104
N: -2.027 0.453 4.221
C: -2.334 1.691 3.470
N: -2.651 1.423 2.056
C: -1.498 0.938 1.307
P: -0.912 -0.670 2.069
C: -2.516 -1.599 2.009
C: -0.755 -0.143 3.843
H: -4.637 0.958 2.516
H: -4.026 0.265 0.944
H: -2.889 -1.438 4.607
H: -4.028 -0.034 4.573
H: -1.481 2.380 3.523
H: -3.231 2.141 3.927
H: -1.786 0.776 0.262
H: -0.699 1.689 1.331
H: -2.365 -2.568 2.502
H: -2.797 -1.758 0.957
H: 0.076 0.573 3.908
H: -0.544 -1.041 4.439

## Properties
- Total charge: -1
- E: -99550.0550 eV
- Energy above the lowest of the compared OMol25 structures with the same formula, charge and spin: 1.635 eV
- Strongest force on any atom: 2.2 eV Å⁻¹
- Spin multiplicity: 3
- E_LUMO (alpha / beta): 2.477 / 0.838 eV

Atom charges from the Mulliken analysis, given in e for atoms 1 to 4: -1.20 0.20 0.43 0.10

DFT (the ωB97M-V functional and the def2-TZVPD basis) results for a cluster of 8 separate species, C26H48F2N2O6S4 in total.

Positions of all 88 atoms, in Å:
C: 0.824 6.825 -0.678
S: 1.039 5.375 -1.649
O: 1.385 5.722 -3.054
C: 2.695 4.781 -1.039
H: 0.926 6.533 0.391
H: -0.209 7.206 -0.813
H: 1.577 7.522 -0.915
H: 2.908 3.794 -1.365
H: 2.896 4.829 0.007
H: 3.477 5.352 -1.484
C: -6.062 3.647 -1.060
S: -5.947 1.982 -0.325
O: -6.751 1.226 -1.338
C: -4.163 1.838 -0.712
H: -7.078 4.026 -0.969
H: -5.841 3.504 -2.148
H: -5.265 4.232 -0.576
H: -3.689 2.685 -0.230
H: -4.132 1.832 -1.772
H: -3.752 0.948 -0.246
C: 3.931 -0.138 3.298
S: 4.610 0.693 1.799
O: 3.495 0.915 0.850
C: 4.945 2.359 2.542
H: 3.895 -1.150 2.886
H: 2.900 0.172 3.544
H: 4.645 -0.050 4.133
H: 4.063 2.828 3.001
H: 5.275 2.966 1.755
H: 5.747 2.348 3.265
C: 5.941 -0.898 -0.915
S: 4.914 -2.267 -0.385
O: 4.644 -2.166 1.042
C: 3.495 -1.755 -1.325
H: 5.493 0.085 -0.823
H: 6.168 -1.031 -1.927
H: 6.791 -1.068 -0.199
H: 2.674 -2.362 -0.899
H: 3.693 -2.113 -2.367
H: 3.369 -0.680 -1.375
F: 0.356 -0.054 -2.136
C: -0.681 -0.671 -2.638
C: -0.529 -1.274 -3.858
C: -1.631 -1.872 -4.408
C: -2.852 -1.943 -3.759
C: -2.980 -1.263 -2.572
C: -1.877 -0.681 -1.972
H: 0.509 -1.320 -4.234
H: -1.534 -2.263 -5.422
H: -3.680 -2.452 -4.232
H: -3.904 -1.166 -2.003
H: -2.050 -0.217 -1.024
F: -1.531 -3.338 -0.458
C: -0.370 -4.018 -0.363
C: 0.302 -4.557 -1.499
C: 1.503 -5.206 -1.391
C: 2.050 -5.366 -0.132
C: 1.365 -4.912 1.038
C: 0.131 -4.265 0.876
H: -0.096 -4.391 -2.464
H: 2.072 -5.453 -2.285
H: 3.062 -5.781 -0.091
H: 1.762 -5.057 2.059
H: -0.452 -3.890 1.692
C: 0.669 2.468 0.336
C: -0.003 1.087 0.704
O: -1.241 1.002 0.609
N: 0.845 0.125 1.129
C: 0.331 -1.198 1.196
H: 0.738 2.537 -0.788
H: 1.630 2.670 0.776
H: -0.102 3.273 0.580
H: 1.828 0.306 1.040
H: -0.593 -1.269 1.692
H: 0.946 -1.999 1.685
H: 0.216 -1.540 0.171
C: -4.605 -2.854 1.819
C: -3.769 -2.044 2.661
O: -2.626 -2.310 2.936
N: -4.400 -0.939 3.156
C: -3.710 0.136 3.898
H: -5.706 -2.687 2.055
H: -4.481 -3.964 1.850
H: -4.514 -2.554 0.772
H: -5.331 -0.688 2.832
H: -2.715 0.159 3.533
H: -3.763 -0.016 4.966
H: -4.115 1.159 3.741

## Properties
- E: -91777.7352 eV
- Strongest force on any atom: 4.2 eV Å⁻¹
- Spin multiplicity: 1
- E_LUMO: 0.237 eV

Atom charges from the Mulliken analysis, given in e for atoms 1 to 4: -0.92 0.62 -0.69 -1.16

DFT (the ωB97M-V functional and the def2-TZVPD basis) results for a structure of composition C26H48OP2Pt.

Positions of all 78 atoms, in Å:
Pt: -0.125 -0.970 -0.341
C: -2.229 1.833 0.153
C: -3.086 1.020 -0.735
C: -2.031 -0.430 0.859
C: -1.761 1.002 1.185
C: -2.981 -0.318 -0.322
C: -2.094 3.337 0.143
H: -1.903 3.717 -0.886
H: -1.283 3.748 0.802
H: -3.039 3.817 0.483
C: -1.169 1.514 2.456
H: -1.023 2.598 2.408
H: -0.218 1.094 2.806
H: -1.927 1.326 3.217
C: -2.411 -1.336 2.001
H: -3.503 -1.432 1.997
H: -2.076 -0.900 2.954
H: -2.001 -2.351 1.910
C: -3.840 -1.462 -0.776
H: -4.862 -1.078 -0.954
H: -3.895 -2.269 -0.029
H: -3.505 -1.901 -1.729
C: -4.045 1.555 -1.720
H: -4.913 1.916 -1.164
H: -4.341 0.719 -2.359
H: -3.546 2.351 -2.277
C: 1.748 0.290 -1.039
C: 0.468 0.905 -0.939
C: -0.227 1.516 -2.183
C: -0.801 0.385 -3.082
C: -0.613 -1.001 -2.488
C: 0.613 -1.633 -2.366
C: 1.886 -1.134 -3.093
C: 2.427 0.111 -2.405
H: 0.443 2.182 -2.767
H: -0.325 0.500 -4.076
H: -1.008 2.215 -1.855
H: 2.237 0.995 -3.028
H: 2.300 -0.043 -0.150
H: 0.035 1.315 -0.001
H: 3.528 0.071 -2.313
H: 2.620 -1.955 -3.210
H: 0.568 -2.686 -2.110
H: 1.670 -0.901 -4.164
H: -1.886 0.538 -3.306
H: -1.478 -1.670 -2.589
P: 1.963 2.331 0.937
C: 2.034 2.917 2.675
H: 2.975 3.482 2.741
H: 2.038 2.037 3.366
H: 1.136 3.517 2.884
C: 3.693 1.898 0.531
H: 4.277 2.797 0.755
H: 3.771 1.615 -0.533
H: 3.975 1.023 1.139
C: 1.593 3.811 -0.066
H: 1.607 3.582 -1.136
H: 2.365 4.531 0.203
H: 0.594 4.184 0.159
P: 1.025 -2.997 0.470
C: -0.463 -3.975 -0.071
H: -0.211 -4.648 -0.881
H: -1.269 -3.284 -0.356
H: -0.798 -4.504 0.838
C: 2.556 -3.100 -0.555
H: 2.331 -3.080 -1.624
H: 3.073 -4.037 -0.324
H: 3.209 -2.243 -0.324
C: 1.706 -3.921 1.940
H: 2.387 -4.720 1.602
H: 0.886 -4.379 2.510
H: 2.272 -3.223 2.581
C: 0.481 -1.244 3.186
C: 1.117 -0.767 1.889
O: 2.263 -0.338 1.899
H: 1.287 -1.662 3.840
H: -0.140 -2.140 2.962
H: -0.134 -0.562 3.843

## Properties
- Total charge: +2
- E: -51590.4950 eV
- Energy above the lowest of the compared OMol25 structures with the same formula, charge and spin: 3.281 eV
- Strongest force on any atom: 3.4 eV Å⁻¹
- Spin multiplicity: 5
- E_LUMO (alpha / beta): -5.039 / -8.187 eV

Atom charges from the Mulliken analysis, given in e for atoms 1 to 4: 4.11 2.06 0.71 2.30

DFT (the ωB97M-V functional and the def2-TZVPD basis) results for a structure of composition C26H48OP2W.

Positions of all 78 atoms, in Å:
W: -0.367 0.097 0.802
C: -1.837 1.671 0.951
C: -2.200 0.782 -0.118
C: -2.168 -0.449 1.860
C: -1.833 0.916 2.174
C: -2.395 -0.527 0.443
C: -1.757 3.161 0.846
H: -1.470 3.473 -0.165
H: -1.047 3.587 1.563
H: -2.743 3.605 1.054
C: -1.723 1.542 3.531
H: -2.022 2.599 3.495
H: -0.692 1.523 3.910
H: -2.366 1.033 4.264
C: -2.457 -1.565 2.815
H: -3.498 -1.901 2.697
H: -2.324 -1.254 3.858
H: -1.817 -2.438 2.621
C: -2.932 -1.701 -0.299
H: -3.998 -1.549 -0.530
H: -2.840 -2.626 0.284
H: -2.411 -1.825 -1.258
C: -2.654 1.189 -1.471
H: -3.752 1.273 -1.510
H: -2.357 0.432 -2.196
H: -2.231 2.153 -1.771
C: 1.554 0.446 -2.151
C: 0.483 1.226 -2.366
C: -0.069 1.419 -3.752
C: -1.033 0.319 -4.274
C: -1.041 -0.951 -3.467
C: 0.044 -1.737 -3.399
C: 1.368 -1.385 -4.001
C: 2.224 -0.313 -3.262
H: 0.769 1.508 -4.465
H: -0.745 0.081 -5.316
H: -0.594 2.389 -3.785
H: 2.579 0.410 -4.020
H: 2.116 0.495 -1.215
H: 0.080 1.895 -1.597
H: 3.137 -0.801 -2.885
H: 1.956 -2.315 -4.054
H: -0.044 -2.793 -3.126
H: 1.224 -1.054 -5.042
H: -2.050 0.735 -4.337
H: -2.019 -1.308 -3.128
P: 1.609 1.993 0.994
C: 1.577 2.724 2.678
H: 2.450 3.383 2.792
H: 1.625 1.931 3.436
H: 0.659 3.308 2.827
C: 3.364 1.489 0.841
H: 3.998 2.329 1.159
H: 3.611 1.225 -0.192
H: 3.535 0.622 1.488
C: 1.676 3.506 -0.038
H: 1.875 3.235 -1.083
H: 2.494 4.142 0.335
H: 0.733 4.063 0.015
P: 0.649 -2.397 0.527
C: -0.200 -3.596 -0.541
H: 0.503 -4.403 -0.792
H: -0.517 -3.094 -1.457
H: -1.080 -4.014 -0.041
C: 2.251 -2.222 -0.326
H: 2.104 -1.679 -1.263
H: 2.665 -3.216 -0.540
H: 2.943 -1.660 0.312
C: 1.073 -3.475 1.949
H: 1.406 -4.450 1.568
H: 0.192 -3.619 2.585
H: 1.876 -3.016 2.535
C: 0.497 -0.807 3.978
C: 1.003 -0.498 2.597
O: 2.239 -0.615 2.426
H: 0.618 -1.878 4.199
H: -0.554 -0.559 4.116
H: 1.077 -0.219 4.708

## Properties
- Total charge: +2
- E: -50174.5940 eV
- Energy above the lowest of the compared OMol25 structures with the same formula, charge and spin: 0.000 eV
- Strongest force on any atom: 9.4 eV Å⁻¹
- Spin multiplicity: 3
- E_LUMO (alpha / beta): -7.736 / -7.739 eV

Atom charges from the Mulliken analysis, given in e for atoms 1 to 4: -0.60 1.10 0.37 0.94

Among the records above, which one has the lowest spin multiplicity?
C26H48F2N2O6S4

What is the formula in the fourth record?
C26H48OP2W

Which of these has the highest E?
C26H48OP2W

What is the formula in the first record?
C26H48Cl3N5O3PPdSi